A.
Below is a cluster of 2 separate species, C9H14OS in total, with properties calculated with ωB97M-V/def2-TZVPD.

```
25
Properties=species:S:1:pos:R:3:mulliken_charge:R:1
C 1.44262 -2.40507 2.11507 -1.3794
C 1.43205 -0.97272 1.66105 0.7846
C 2.58141 -0.36389 1.15855 -0.6224
C 2.52402 0.95373 0.76252 -0.4267
C 1.28379 1.62586 0.75236 0.4009
O 1.10878 2.97958 0.49826 -0.5311
C 0.14227 0.99520 1.29363 -0.6328
C 0.22444 -0.33013 1.66809 -0.4140
H 2.44149 -2.86153 2.32543 0.3447
H 1.04397 -3.02994 1.28106 0.2705
H 0.83178 -2.52921 3.01130 0.3564
H 3.54579 -0.88322 1.05316 0.3286
H 3.37623 1.50427 0.44616 0.3637
H 1.74126 3.15278 -0.21679 0.3164
H -0.79235 1.54480 1.26960 0.4787
H -0.73528 -0.83623 1.78939 0.3372
C -0.97482 -0.80285 -2.50320 -0.7202
S -2.71759 -1.05450 -2.16459 -0.0744
C -3.04090 0.68137 -1.56314 -0.4453
H -0.51412 -1.56804 -3.15891 0.3274
H -0.76844 0.04418 -3.16510 0.2858
H -0.34069 -0.73909 -1.62346 0.1430
H -4.01571 0.83278 -1.10964 0.3319
H -2.92394 1.43641 -2.34300 0.2862
H -2.31000 0.80953 -0.76141 -0.1098
```

Computed properties:
SMILES: Cc1ccc(O)cc1.CSC
lowest unoccupied orbital energy: 0.737 eV
total charge: 0


B.
Below is the molecule C9H14OS, with properties calculated with ωB97M-V/def2-TZVPD.

```
25
Properties=species:S:1:pos:R:3:mulliken_charge:R:1
C 2.05078 -0.82977 -0.93211 -0.6986
C 1.05945 -0.32768 -1.72203 1.1875
C -0.13944 0.00045 -1.14302 0.0472
C -0.06312 -0.48141 0.61955 -0.3261
C 1.09774 -0.48520 -3.19785 -1.2534
C -1.28621 0.63434 -1.69287 -1.4610
C -0.91209 -0.88085 2.96801 -1.4484
C -0.51996 1.54647 1.79794 -1.1398
C -0.88746 0.00012 1.68448 0.6984
O 2.22720 -1.58863 1.65767 -0.6581
S 1.69065 -0.58834 0.73218 0.5300
H 3.09194 -0.87209 -1.11196 0.4122
H 0.07697 -0.42298 -3.58645 0.2600
H 1.46594 -1.43427 -3.53026 0.3327
H 1.76335 0.37460 -3.79839 0.2331
H -1.60600 0.19914 -2.66060 0.4905
H -1.11827 1.77465 -1.83565 0.2310
H -2.20537 0.53471 -1.05330 0.2450
H -0.57594 -1.88793 2.73708 0.3933
H -1.84908 -0.64240 3.51588 0.3634
H -0.17343 -0.51766 3.65138 0.3628
H -1.39423 2.24069 2.18301 0.3161
H -0.21130 1.92593 0.79374 0.2883
H 0.31016 1.75065 2.54991 0.3007
H -1.89226 -0.02255 1.37367 0.2931
```

Computed properties:
lowest unoccupied orbital energy (spin up / spin down): -0.548 / -0.681 eV
total charge: 0


Unit: hartree. Relative energies: A 0.0000; B 0.1795.


A.
Below is the molecule C3H4INO, with properties calculated with ωB97M-V/def2-TZVPD.

```
10
Properties=species:S:1:pos:R:3:mulliken_charge:R:1
O -1.74549 2.19040 0.17208 -0.4881
C -0.81046 1.56462 -0.21269 0.2390
N -0.31959 0.28623 0.09407 -0.0106
C -0.22232 -1.08450 0.65416 -0.3227
C 0.65047 -0.52327 -0.40366 -0.4375
I 2.75039 -0.20559 -0.06347 0.0366
H -0.00255 1.82474 -1.03048 0.1975
H -1.05955 -1.85279 0.57987 0.1900
H 0.03611 -1.16569 1.63307 0.2501
H 0.72300 -1.03416 -1.42294 0.3457
```

Computed properties:
SMILES: O=CN1C[C@@H]1I
lowest unoccupied orbital energy: 0.227 eV
total charge: 0


B.
Below is a cluster of 2 separate species, C3H4INO in total, with properties calculated with ωB97M-V/def2-TZVPD.

```
10
Properties=species:S:1:pos:R:3:mulliken_charge:R:1
C -0.36757 0.10966 0.11538 0.2151
C 2.53081 -0.86017 -0.05678 0.2539
C -1.87604 0.34903 -0.15173 -0.8644
N 0.16312 -0.97457 0.17716 -0.5049
O 3.06973 -1.87297 -0.21904 -0.2603
I 3.10817 1.17217 0.19022 0.1173
H 0.20281 0.96864 0.33303 0.2255
H -2.34034 1.36469 -0.11782 0.3000
H -2.23447 -0.06564 0.77240 0.2700
H -2.25622 -0.19083 -1.04283 0.2478
```

Computed properties:
lowest unoccupied orbital energy (spin up / spin down): -1.504 / -1.503 eV
total charge: 0


Unit: hartree. Relative energies: A 0.0000; B 0.0522.


A.
Below is the ion C3H5N2OS with charge +1, with properties calculated with ωB97M-V/def2-TZVPD.

```
12
Properties=species:S:1:pos:R:3:mulliken_charge:R:1
C -0.73297 -0.93466 -1.94624 0.1350
C -0.65662 -1.30267 0.40181 -0.0003
C 0.86779 0.69253 0.43242 0.2111
N -0.89013 -1.57000 -0.75364 -0.1888
N -0.11969 0.01065 0.89650 -0.1908
O 0.41453 -0.77550 -2.35448 -0.4836
S 1.26601 2.19171 1.21551 -0.1102
H -1.69314 -0.76614 -2.35830 0.3737
H -0.86839 -1.89304 1.31557 0.3687
H 1.28315 0.58420 -0.53336 0.3710
H -0.61645 0.35247 1.71274 0.2627
H 2.46857 2.53679 0.57621 0.2514
```

Computed properties:
lowest unoccupied orbital energy: -5.543 eV
total charge: +1


B.
Below is the ion C3H5N2OS with charge +1, with properties calculated with ωB97M-V/def2-TZVPD.

```
12
Properties=species:S:1:pos:R:3:mulliken_charge:R:1
C 1.28150 0.21753 -0.26520 0.1214
C 1.01607 -1.11532 -0.48077 -0.0700
C 0.65790 0.90856 0.77153 -0.6965
N -1.59161 -0.70836 -0.07684 -0.1497
N -1.48358 0.69315 0.19105 0.3421
O -2.01870 1.54921 -0.41675 -0.3267
S -0.36976 -1.82561 0.20669 0.1358
H 1.79580 0.70421 -1.10426 0.3282
H 1.83865 -1.81821 -0.80443 0.3632
H 0.37884 0.50017 1.77663 0.3399
H 0.95166 1.98603 0.78201 0.2997
H -2.45676 -1.09135 -0.57965 0.3125
```

Computed properties:
lowest unoccupied orbital energy (spin up / spin down): -6.476 / -6.476 eV
total charge: +1


Unit: hartree. Relative energies: A 0.0000; B 0.1384.


A.
Below is the ion C8H14N3O with charge +1, with properties calculated with ωB97M-V/def2-TZVPD.

```
26
Properties=species:S:1:pos:R:3:mulliken_charge:R:1
C 1.13703 2.23708 -0.89743 -0.8642
N 1.07530 0.95560 -0.21816 0.0902
C 0.01146 0.49282 0.39581 0.5249
O -1.02916 1.20022 0.51122 -0.4467
C -2.17372 0.49964 0.21974 0.4388
N -3.34917 1.18888 0.35183 -0.4561
N -2.14298 -0.63896 -0.22855 -0.4422
C -1.35665 -1.71309 -0.71338 -0.5744
C 0.11068 -1.75089 -0.25967 -0.6006
C 0.34261 -0.88785 0.88129 0.1415
C 1.91783 -0.80713 1.13556 -0.7375
C 2.26070 0.17320 0.00553 -0.7617
H 0.09353 2.47137 -0.98243 0.3310
H 1.66152 2.04574 -1.90295 0.3185
H 1.83207 2.89774 -0.38094 0.3188
H -4.25454 0.71075 0.27829 0.2744
H -3.38432 2.09153 0.92829 0.2424
H -1.70394 -1.56182 -1.78596 0.3405
H -1.77444 -2.69578 -0.42141 0.2611
H 0.22085 -2.81115 -0.02274 0.4601
H 0.77616 -1.47008 -1.11661 0.1697
H -0.19781 -1.01006 1.81709 0.4314
H 2.31394 -1.83741 1.02754 0.3679
H 2.10071 -0.36156 2.08433 0.3905
H 3.06625 0.72448 0.38956 0.3988
H 2.44605 -0.14326 -1.09585 0.3831
```

Computed properties:
SMILES: C[N+]1=C2OC(N)=NCC[C@H]2CC1
lowest unoccupied orbital energy: -3.441 eV
total charge: +1


B.
Below is the ion C8H14N3O with charge +1, with properties calculated with ωB97M-V/def2-TZVPD.

```
26
Properties=species:S:1:pos:R:3:mulliken_charge:R:1
C -0.24499 -0.21736 2.34748 -0.4568
C 0.16776 -0.54017 1.15749 0.7011
C -0.50296 2.03601 0.63137 0.6775
C -0.44903 -1.64464 1.96510 -0.4539
C -0.58922 1.07546 2.99340 -0.5855
C 1.55838 -1.29446 -1.60561 -0.7630
C 0.58563 0.87501 -2.19915 -1.0811
C -0.74970 -0.97709 -1.55569 -0.9615
N -0.64998 2.07560 1.89074 -0.1752
N 0.44173 0.21556 0.10664 -0.8614
N 0.47512 -0.35733 -1.28815 0.4614
O -0.63251 2.61376 -0.37034 -0.3963
H 0.28357 -2.41627 2.24313 0.1823
H -1.42871 -2.16871 1.62055 0.2311
H -1.51077 1.04180 3.57173 0.3158
H 0.14380 1.37516 3.68793 0.3206
H 1.35657 -2.18579 -0.93898 0.3426
H 1.47902 -1.57660 -2.67848 0.3914
H 2.56593 -0.85793 -1.50079 0.2993
H 0.56955 0.72059 -3.35130 0.2846
H -0.21888 1.50642 -1.95444 0.5351
H 1.43624 1.32038 -1.79967 0.4616
H -1.61325 -0.43862 -1.33500 0.4256
H -0.84399 -1.24463 -2.67248 0.4029
H -0.88755 -1.98703 -1.26595 0.3735
H -0.74176 3.05089 2.30047 0.3284
```

Computed properties:
lowest unoccupied orbital energy (spin up / spin down): -3.778 / -3.778 eV
total charge: +1


Unit: hartree. Relative energies: A 0.0000; B 0.1805.